No. 1
One molecule with the formula C7H6O in a non-equilibrium geometry, computed with ωB97M-V/def2-TZVPD.

Summary:
Charge ... 0
E_HOMO ... -0.330 Ha
LUMO ... -1.6 eV
Frontier orbital gap ... 0.273 Eh
Structure (SMILES) ... C=C1C=CC(=O)C=C1
Calculated total energy ... -9398.68513 eV
Relative energy (zero: lowest compared OMol25 entry of this formula, charge and spin) ... 3.535 eV

Last columns: bonded neighbours and bond lengths (Å).
Geometry (Å):
1 O 2.6883 -1.5942 -0.9145  C3 1.253
2 C -0.5823 0.6753 0.5047  C4 1.425, C5 1.532, C6 1.288
3 C 1.6504 -0.9256 -0.6992  O1 1.253, C7 1.394, C8 1.451
4 C -1.9340 1.0228 0.7950  C2 1.425, H9 1.278, H13 1.158
5 C -0.3807 0.2246 -0.9452  C2 1.532, C7 1.393, H14 1.169
6 C 0.4240 0.3106 1.2217  C2 1.288, C8 1.379, H11 1.110
7 C 0.6388 -0.5009 -1.5583  C3 1.394, C5 1.393, H10 1.108
8 C 1.3225 -0.5796 0.6712  C3 1.451, C6 1.379, H12 1.157
9 H -2.9355 1.0072 0.0011  C4 1.278
10 H 0.3769 -0.8362 -2.5815  C7 1.108
11 H 0.0162 0.2065 2.2484  C6 1.110
12 H 2.0148 -1.1050 1.4343  C8 1.157
13 H -2.2290 1.6902 1.6937  C4 1.158
14 H -1.0704 0.4042 -1.8715  C5 1.169

=====

No. 2
A 2-piece molecular cluster, C17H26ClFN2OS overall in a non-equilibrium geometry, computed with ωB97M-V/def2-TZVPD.

Summary:
Charge ... +2
E_HOMO ... -0.531 Ha
LUMO ... -5.8 eV
Frontier orbital gap ... 0.318 Eh
Calculated total energy ... -49136.50897 eV

Last columns: bonded neighbours and bond lengths (Å).
Geometry (Å):
1 Cl -5.3345 -2.6352 2.5648  C18 1.818
2 S 2.4155 -1.6484 -3.2047  C7 1.956, C9 1.859, C22 1.820
3 F 0.9439 -0.1979 -1.7237  C7 1.335
4 O 3.7256 -1.0748 -0.3269  C11 1.217
5 N -3.3897 -0.8478 1.7433  C15 1.524, C18 1.491, C20 1.508, C21 1.526
6 N -1.3393 -0.4793 0.4266  C10 1.467, C12 1.464, C13 1.456
7 C 2.2578 -0.1527 -1.9546  S2 1.956, F3 1.335, C11 1.530, H27 1.105
8 C 3.1809 1.2314 0.0995  C11 1.537, C14 1.411, C17 1.426
9 C 0.6468 -1.6825 -3.7747  S2 1.859, H25 1.096, H31 1.090, H45 1.099
10 C -2.3702 -0.9291 -0.5151  N6 1.467, C15 1.523, H46 1.095, H47 1.096
11 C 3.0969 -0.0931 -0.6763  O4 1.217, C7 1.530, C8 1.537
12 C -1.6706 0.8073 1.0411  N6 1.464, C20 1.524, H41 1.098, H48 1.097
13 C -1.0192 -1.5210 1.3925  N6 1.456, C21 1.524, H26 1.094, H37 1.095
14 C 3.9337 1.1836 1.2915  C8 1.411, C23 1.391, H39 1.083
15 C -3.6584 -1.1376 0.2710  N5 1.524, C10 1.523, H30 1.094, H35 1.098
16 C 3.5280 3.5350 1.7989  C19 1.392, C23 1.412, H44 1.078
17 C 2.5048 2.4588 -0.1646  C8 1.426, C19 1.406, H49 1.086
18 C -4.6224 -0.9621 2.5748  Cl1 1.818, N5 1.491, H24 1.092, H34 1.093
19 C 2.7102 3.5701 0.6725  C16 1.392, C17 1.406, H38 1.096
20 C -2.9360 0.5852 1.8617  N5 1.508, C12 1.524, H28 1.091, H29 1.092
21 C -2.2633 -1.7482 2.2426  N5 1.526, C13 1.524, H33 1.095, H40 1.099
22 C 3.1098 -0.4732 -4.4092  S2 1.820, H32 1.098, H42 1.087, H43 1.090
23 C 4.1158 2.2905 2.1144  C14 1.391, C16 1.412, H36 1.078
24 H -4.3791 -0.7303 3.6139  C18 1.092
25 H 0.5665 -2.4694 -4.5328  C9 1.096
26 H -0.7485 -2.4306 0.8481  C13 1.094
27 H 2.4492 0.7590 -2.5482  C7 1.105
28 H -2.7363 0.7673 2.9188  C20 1.091
29 H -3.7490 1.2074 1.4826  C20 1.092
30 H -4.0208 -2.1671 0.2043  C15 1.094
31 H 0.0459 -1.9196 -2.8963  C9 1.090
32 H 3.3185 -1.0142 -5.3417  C22 1.098
33 H -2.6248 -2.7793 2.1790  C21 1.095
34 H -5.3903 -0.2922 2.1787  C18 1.093
35 H -4.4310 -0.4278 -0.0512  C15 1.098
36 H 4.7321 2.2024 2.9947  C23 1.078
37 H -0.1719 -1.2131 2.0134  C13 1.095
38 H 2.2254 4.5216 0.4271  C19 1.096
39 H 4.3411 0.2275 1.5971  C14 1.083
40 H -2.0769 -1.4562 3.2858  C21 1.099
41 H -0.8398 1.1455 1.6743  C12 1.098
42 H 4.0456 -0.0754 -4.0254  C22 1.087
43 H 2.4188 0.3479 -4.5974  C22 1.090
44 H 3.7231 4.4002 2.4117  C16 1.078
45 H 0.3390 -0.7070 -4.1762  C9 1.099
46 H -2.0442 -1.8668 -0.9781  C10 1.095
47 H -2.5149 -0.1807 -1.3023  C10 1.096
48 H -1.8399 1.5588 0.2596  C12 1.097
49 H 1.7960 2.5131 -0.9852  C17 1.086

=====

No. 3
A 12-piece molecular cluster, C13H50N22O12 overall in a non-equilibrium geometry, computed with ωB97M-V/def2-TZVPD.

Summary:
Charge ... -1
E_HOMO (alpha / beta) ... -0.006 / -0.235 Ha
LUMO (alpha / beta) ... 1.9 / 1.8 eV
Frontier orbital gap (alpha / beta) ... 0.075 / 0.302 Eh
2S+1 ... 2
Expectation value of S² ... 0.7504
Calculated total energy ... -71650.74835 eV

Last columns: bonded neighbours and bond lengths (Å).
Geometry (Å):
1 O -0.9360 -1.0200 4.3154  C38 1.373, H79 0.960
2 O -0.4426 5.6663 1.3370  C36 1.248
3 O -3.2644 1.6084 2.5884  C43 1.208
4 O 2.0652 -0.6838 -5.2567  C45 1.199
5 O -1.0893 -3.3743 0.6773  C41 1.217
6 O 2.3477 2.4638 3.0531  C42 1.222
7 O 2.3543 -3.7862 2.3499  C44 1.190
8 O 4.0088 0.4400 -1.1280  C40 1.221
9 O 0.5770 5.1746 -1.6211  C47 1.197
10 O 0.3552 1.4295 -0.6269  C46 1.213
11 O -1.0979 -1.6957 -2.9527  C37 1.206
12 O -5.1610 0.0847 -2.2115  C39 1.216
13 N -3.6136 -0.5954 2.6890  C43 1.291, H68 1.010, H83 1.010
14 N 1.0165 0.6002 -6.7034  C45 1.268, H52 1.010, H59 1.010
15 N -3.2609 -3.3468 1.0930  C41 1.287, H49 1.010, H57 1.010
16 N 3.4443 -1.8774 2.1545  C44 1.323, H55 1.010, H58 1.010
17 N -0.0774 -3.1590 -4.3019  C37 1.339, H51 1.010, H69 1.010
18 N -2.2218 4.6257 2.1564  C36 1.279, H54 1.010, H87 1.010
19 N 3.9332 -0.5034 -3.1160  C40 1.270, H48 1.010, H90 1.010
20 N 2.1104 -2.5270 0.5588  C44 1.297, H72 1.010, H94 1.010
21 N -3.5938 -0.9528 -1.0156  C39 1.287, H60 1.010, H92 1.010
22 N -1.9654 -3.8320 2.6727  C41 1.279, H82 1.010, H95 1.010
23 N 4.5378 2.0229 2.6500  C42 1.306, H74 1.010, H78 1.010
24 N -0.4236 -0.6129 -0.2479  C46 1.334, H67 1.010, H84 1.010
25 N 0.0092 0.0002 -4.9248  C45 1.310, H62 1.010, H77 1.010
26 N 1.8496 3.9260 -0.3832  C47 1.258, H75 1.010, H85 1.010
27 N -0.2557 0.9417 1.3740  C46 1.276, H73 1.010, H96 1.010
28 N -3.7939 -1.3527 -3.1635  C39 1.326, H65 1.010, H81 1.010
29 N -1.6356 3.9565 0.3195  C36 1.290, H86 1.010, H88 1.010
30 N 2.1651 0.4389 -2.4094  C40 1.312, H56 1.010, H80 1.010
31 N -4.9004 0.6117 1.5378  C43 1.282, H53 1.010, H66 1.010
32 N -0.4398 -3.7106 -2.2862  C37 1.265, H76 1.010, H91 1.010
33 N 2.6021 5.7231 -1.0276  C47 1.255, H64 1.010, H70 1.010
34 N 2.9483 1.2009 1.3646  C42 1.329, H50 1.010, H89 1.010
35 C 1.1948 -1.7521 5.2218  C38 1.560, H63 1.090, H71 1.090, H93 1.090
36 C -1.3406 4.8039 1.2470  O2 1.248, N18 1.279, N29 1.290
37 C -0.5871 -2.7745 -3.1244  O11 1.206, N17 1.339, N32 1.265
38 C 0.4207 -0.9777 4.1106  O1 1.373, C35 1.560, H61 1.090, H97 1.090
39 C -4.2133 -0.6696 -2.1073  O12 1.216, N21 1.287, N28 1.326
40 C 3.4242 0.1647 -2.1637  O8 1.221, N19 1.270, N30 1.312
41 C -2.0305 -3.5035 1.4381  O5 1.217, N15 1.287, N22 1.279
42 C 3.2531 1.9141 2.4443  O6 1.222, N23 1.306, N34 1.329
43 C -3.9056 0.6141 2.3465  O3 1.208, N13 1.291, N31 1.282
44 C 2.5927 -2.7977 1.7320  O7 1.190, N16 1.323, N20 1.297
45 C 1.1306 -0.0173 -5.6023  O4 1.199, N14 1.268, N25 1.310
46 C -0.0560 0.6029 0.1602  O10 1.213, N24 1.334, N27 1.276
47 C 1.5863 4.9872 -1.0051  O9 1.197, N26 1.258, N33 1.255
48 H 4.9084 -0.6431 -2.8934  N19 1.010
49 H -3.9951 -3.6188 1.7309  N15 1.010
50 H 1.9869 1.1925 1.0553  N34 1.010
51 H 0.1268 -4.1384 -4.4409  N17 1.010
52 H 1.8572 0.6616 -7.2598  N14 1.010
53 H -5.4003 1.4883 1.4948  N31 1.010
54 H -2.3220 5.4218 2.7698  N18 1.010
55 H 4.1382 -2.0491 2.8680  N16 1.010
56 H 1.8841 0.2343 -3.3577  N30 1.010
57 H -3.4464 -3.0340 0.1507  N15 1.010
58 H 3.4049 -1.0280 1.6094  N16 1.010
59 H 0.1584 0.9907 -7.0657  N14 1.010
60 H -2.7720 -1.5350 -1.0924  N21 1.010
61 H 0.7312 0.0671 4.1122  C38 1.090
62 H -0.1207 -0.5006 -4.0574  N25 1.010
63 H 0.9604 -2.8164 5.2423  C35 1.090
64 H 2.5135 6.5840 -1.5482  N33 1.010
65 H -4.2853 -1.2814 -4.0430  N28 1.010
66 H -5.5429 -0.1616 1.4413  N31 1.010
67 H -0.7849 -1.3426 0.3497  N24 1.010
68 H -2.8013 -0.7513 3.2686  N13 1.010
69 H -0.4434 -2.5474 -5.0174  N17 1.010
70 H 3.4276 5.4649 -0.5060  N33 1.010
71 H 2.2672 -1.7835 5.0291  C35 1.090
72 H 1.4632 -3.1825 0.1445  N20 1.010
73 H -0.4345 0.2117 2.0487  N27 1.010
74 H 5.1312 1.3241 2.2263  N23 1.010
75 H 2.8315 3.7812 -0.1961  N26 1.010
76 H 0.0088 -4.5670 -2.5786  N32 1.010
77 H -0.5699 0.7428 -5.2899  N25 1.010
78 H 4.8959 2.7039 3.3043  N23 1.010
79 H -0.8856 -0.9156 5.2683  O1 0.960
80 H 1.5907 0.8702 -1.6994  N30 1.010
81 H -2.8967 -1.8063 -3.0661  N28 1.010
82 H -1.0697 -4.1978 2.9626  N22 1.010
83 H -4.3082 -1.2382 2.3362  N13 1.010
84 H -0.5931 -0.7518 -1.2339  N24 1.010
85 H 1.1863 3.1701 -0.2893  N26 1.010
86 H -1.0065 4.0545 -0.4645  N29 1.010
87 H -2.7360 3.7610 2.2457  N18 1.010
88 H -2.3114 3.2136 0.4273  N29 1.010
89 H 3.7022 0.6996 0.9167  N34 1.010
90 H 3.3811 -0.8963 -3.8649  N19 1.010
91 H -0.8069 -3.5488 -1.3593  N32 1.010
92 H -3.8112 -0.3634 -0.2247  N21 1.010
93 H 0.9836 -1.3293 6.2039  C35 1.090
94 H 2.6857 -1.8801 0.0386  N20 1.010
95 H -2.7440 -3.7539 3.3112  N22 1.010
96 H -0.2711 1.9020 1.6866  N27 1.010
97 H 0.5128 -1.3575 3.0930  C38 1.090

=====

No. 4
A 6-piece molecular cluster, C27H36N6O3 overall in a non-equilibrium geometry, computed with ωB97M-V/def2-TZVPD.

Summary:
Charge ... 0
E_HOMO ... -0.292 Ha
LUMO ... 0.0 eV
Frontier orbital gap ... 0.293 Eh
Structure (SMILES) ... O=C(O)CC[C@H]1CNC(=O)C1.c1cc[nH]c1.c1cc[nH]c1.c1cc[nH]c1.c1cc[nH]c1.c1cc[nH]c1
Calculated total energy ... -43662.81559 eV
Relative energy (zero: lowest compared OMol25 entry of this formula, charge and spin) ... 5.198 eV

Last columns: bonded neighbours and bond lengths (Å).
Geometry (Å):
1 O 4.1622 1.3874 -3.8197  C21 1.427, H64 0.993
2 O 5.0523 0.0007 -2.1627  C21 1.261
3 O -0.8996 0.9988 -5.0368  C34 1.250
4 N 3.6981 2.7976 -0.9328  C13 1.369, C29 1.370, H56 1.009
5 N -4.2000 1.5848 -3.0432  C20 1.369, C24 1.368, H48 1.009
6 N 5.9438 -1.7629 2.4570  C14 1.369, C28 1.371, H39 1.007
7 N -6.0166 -3.3830 4.3474  C35 1.370, C36 1.369, H37 1.007
8 N -0.3368 -0.3727 2.4196  C16 1.370, C18 1.371, H44 1.007
9 N -0.8506 0.7149 -2.7024  C10 1.512, C34 1.480, H69 1.041
10 C -0.5301 -0.3636 -1.6931  N9 1.512, C33 1.632, H52 1.138, H67 1.139
11 C 1.9220 -0.6895 -2.1923  C31 1.607, C33 1.601, H61 1.154, H71 1.157
12 C 2.6168 2.8719 1.0028  C13 1.374, C23 1.417, H57 1.080
13 C 3.3997 2.0824 0.1956  N4 1.369, C12 1.374, H38 1.080
14 C 7.1817 -2.0747 1.9631  N6 1.369, C22 1.374, H62 1.079
15 C -4.5014 -2.1930 5.4475  C25 1.417, C35 1.373, H45 1.080
16 C -0.6502 0.8638 2.9185  N8 1.370, C19 1.373, H43 1.079
17 C -0.0673 -1.2661 -4.0391  C33 1.599, C34 1.604, H42 1.138, H72 1.156
18 C -1.4684 -1.1456 2.3775  N8 1.371, C26 1.373, H55 1.080
19 C -1.9933 0.8771 3.2054  C16 1.373, C26 1.417, H46 1.080
20 C -5.3298 0.8129 -3.0835  N5 1.369, C27 1.374, H53 1.080
21 C 4.1823 0.1811 -3.0578  O1 1.427, O2 1.261, C31 1.617
22 C 7.2336 -1.6581 0.6547  C14 1.374, C32 1.417, H70 1.080
23 C 2.4402 4.1113 0.3385  C12 1.417, C29 1.374, H54 1.080
24 C -4.5115 2.8203 -2.5444  N5 1.368, C30 1.374, H47 1.079
25 C -5.7705 -1.9648 6.0352  C15 1.417, C36 1.373, H63 1.080
26 C -2.5118 -0.3964 2.8630  C18 1.373, C19 1.417, H49 1.080
27 C -6.3733 1.5620 -2.5963  C20 1.374, C30 1.416, H68 1.080
28 C 5.2074 -1.1438 1.4808  N6 1.371, C32 1.374, H60 1.080
29 C 3.1218 4.0378 -0.8518  N4 1.370, C23 1.374, H58 1.080
30 C -5.8544 2.8350 -2.2549  C24 1.374, C27 1.416, H40 1.080
31 C 3.0761 -0.9784 -3.2726  C11 1.607, C21 1.617, H41 1.150, H50 1.150
32 C 5.9821 -1.0672 0.3483  C22 1.417, C28 1.374, H66 1.084
33 C 0.4900 -1.3139 -2.5410  C10 1.632, C11 1.601, C17 1.599, H65 1.140
34 C -0.6458 0.2294 -4.0850  O3 1.250, N9 1.480, C17 1.604
35 C -4.6835 -3.0750 4.4107  N7 1.370, C15 1.373, H59 1.079
36 C -6.6856 -2.7144 5.3374  N7 1.369, C25 1.373, H51 1.079
37 H -6.4388 -4.0049 3.6778  N7 1.007
38 H 3.7685 1.0760 0.3257  C13 1.080
39 H 5.6246 -1.9573 3.3918  N6 1.007
40 H -6.4023 3.6699 -1.8437  C30 1.080
41 H 2.7036 -1.0104 -4.3599  C31 1.150
42 H 0.6222 -1.6315 -4.8668  C17 1.138
43 H 0.1076 1.6247 3.0270  C16 1.079
44 H 0.5809 -0.6672 2.1285  N8 1.007
45 H -3.5591 -1.7608 5.7503  C15 1.080
46 H -2.5423 1.7116 3.6158  C19 1.080
47 H -3.7527 3.5805 -2.4372  C24 1.079
48 H -3.2810 1.2894 -3.3361  N5 1.009
49 H -3.5351 -0.7274 2.9600  C26 1.080
50 H 3.5135 -2.0233 -3.0715  C31 1.150
51 H -7.7521 -2.8283 5.4588  C36 1.079
52 H -1.4369 -0.8699 -1.2265  C10 1.138
53 H -5.2939 -0.2008 -3.4529  C20 1.080
54 H 1.8783 4.9629 0.6925  C23 1.080
55 H -1.4321 -2.1595 2.0081  C18 1.080
56 H 4.2568 2.4637 -1.7036  N4 1.009
57 H 2.2162 2.5890 1.9652  C12 1.080
58 H 3.2449 4.7580 -1.6465  C29 1.080
59 H -3.9821 -3.5077 3.7136  C35 1.079
60 H 4.1981 -0.8132 1.6760  C28 1.080
61 H 2.2488 -1.0829 -1.1581  C11 1.154
62 H 7.9165 -2.5661 2.5828  C14 1.079
63 H -5.9899 -1.3237 6.8760  C25 1.080
64 H 3.2655 1.7872 -3.6714  O1 0.993
65 H 0.2764 -2.3543 -2.1263  C33 1.140
66 H 5.6814 -0.6327 -0.5979  C32 1.084
67 H 0.0892 0.0100 -0.8130  C10 1.139
68 H -7.3965 1.2306 -2.4980  C27 1.080
69 H -0.0424 1.3649 -2.6187  N9 1.041
70 H 8.0793 -1.7655 -0.0082  C22 1.080
71 H 1.8696 0.4592 -2.0631  C11 1.157
72 H -1.0252 -1.8920 -4.2027  C17 1.156